Here is an isolated molecule of C4H6N2 from OMol25. Energies are from wB97M-V/def2-TZVPD.

Its energy above the lowest of the compared OMol25 structures with the same formula, charge and spin is 35.6 kcal per mole. As for the HOMO energy: -8.7 eV.

Each line ends with the Löwdin charge.
Element x y z (Å)
C 0.449 0.260 -1.580  -0.05
C 0.003 -0.001 -0.146  -0.46
C -0.131 0.902 0.819  -0.14
C -0.593 0.575 2.108  -0.26
H 0.234 -0.670 -2.253  0.10
H 0.101 1.327 -2.027  0.13
H 1.579 0.338 -1.638  0.08
H 0.007 -2.113 -0.390  0.15
H -0.353 -1.484 1.279  0.15
H 0.220 1.937 0.563  0.12
N -0.382 -1.259 0.182  0.06
N -1.134 0.189 3.083  0.13